Molecular formula: C8H20NO9P3S2
Method: DFT, ωB97M-V/def2-TZVPD

```
43
Properties=species:S:1:pos:R:3
O -0.518 1.297 1.463
N 0.528 1.538 1.965
O 1.506 0.672 1.513
P 0.922 -0.087 0.032
P 2.633 -0.311 -1.285
P 2.538 1.122 -2.917
O 3.465 2.262 -2.736
O 3.026 0.282 -4.294
O 1.029 1.731 -3.224
H 0.527 -1.402 0.432
H 2.496 -1.622 -1.860
H 3.400 -0.580 -4.039
H 0.559 1.167 -3.868
C -2.690 3.733 -3.205
C -4.164 3.345 -3.045
C -4.228 1.819 -2.927
S -2.662 1.307 -2.218
O -1.945 0.527 -3.202
O -2.880 0.835 -0.875
C -1.935 2.936 -2.148
H -2.538 4.805 -3.083
H -2.342 3.453 -4.204
H -4.563 3.802 -2.135
H -4.768 3.701 -3.881
H -5.039 1.498 -2.277
H -4.325 1.346 -3.904
H -0.865 2.873 -2.339
H -2.115 3.338 -1.149
C 2.488 -3.983 3.659
C 2.237 -3.418 5.061
C 1.632 -2.021 4.892
S 0.767 -2.035 3.323
O 1.432 -1.113 2.418
O -0.653 -1.979 3.559
C 1.216 -3.705 2.867
H 2.717 -5.048 3.687
H 3.335 -3.466 3.200
H 1.531 -4.063 5.592
H 3.153 -3.381 5.651
H 0.927 -1.788 5.689
H 2.405 -1.254 4.844
H 1.358 -3.770 1.789
H 0.405 -4.364 3.180
```

- calculated total energy (Eh) = -2869.0659
- 2S+1 = 1
- LUMO level (eV) = 0.3
- HOMO energy (eV) = -8.220
- structure (SMILES) = O=NO[PH]#[PH]P(=O)(O)O.O=S1(=O)CCCC1.O=S1(=O)CCCC1